[1]
Here is a single C4H4N2O2 molecule from the Open Molecules 2025 dataset. Energies are from ωB97M-V/def2-TZVPD.

Geometry (Å):
1 C -0.52297 2.07078 -0.37006
2 C -0.35832 0.75750 -0.44743
3 O -1.13988 -0.20330 -1.24883
4 C -0.84630 -1.46634 -0.61325
5 N 0.08372 -1.59596 0.18369
6 C 0.56066 -0.15854 0.29827
7 N 1.44160 0.09590 1.06811
8 O 1.97303 -0.91053 1.62181
9 H 0.12886 2.71683 -0.01168
10 H -1.21845 2.62592 -0.98870
11 H -1.35537 -2.35729 -0.93334
12 H 1.25342 -1.57498 1.44141

Atoms 1-3, force components in eV/Å:
C -2.91 -2.55 -3.14
C 0.02 -2.02 -0.26
O 0.84 -0.48 2.62

As for the spin multiplicity: 1. For the frontier orbital gap, the calculation gives 9.49 eV. The structure (SMILES) is C=C1OC=N/C1=N\O. The value obtained for the energy relative to the best compared isomer or geometry (same formula, charge and spin) is 4.851 eV. The value obtained for the LUMO energy is 0.28 eV. As for the charge: 0. For the highest occupied orbital energy, the calculation gives -9.209 eV.

---

[2]
Here is a single C4H4N2O2 molecule from the Open Molecules 2025 dataset. Energies are from ωB97M-V/def2-TZVPD.

Geometry (Å):
1 O 2.41311 -1.17962 0.07048
2 C 1.46602 -0.41748 -0.02733
3 C 1.51819 1.06896 0.02971
4 N 0.35593 1.58266 -0.07351
5 C -0.52915 0.27425 -0.12595
6 C -1.98230 0.43992 0.09608
7 O -2.63282 -0.82355 -0.04816
8 N 0.07876 -0.81181 -0.10531
9 H 2.38110 1.73369 0.21304
10 H -2.45038 1.35574 -0.50113
11 H -2.09592 0.83652 1.22181
12 H -1.95647 -1.49037 0.30435

Atoms 1-3, force components in eV/Å:
O -1.80 1.39 -0.30
C 2.12 -2.64 0.50
C -0.58 1.87 0.09

As for the spin multiplicity: 1. For the frontier orbital gap, the calculation gives 9.50 eV. The structure (SMILES) is O=C1C=NC(CO)=N1. The value obtained for the energy relative to the best compared isomer or geometry (same formula, charge and spin) is 2.531 eV. The value obtained for the LUMO energy is -1.46 eV. As for the charge: 0. For the highest occupied orbital energy, the calculation gives -10.965 eV.

---

[3]
Here is a molecular structure, C4H4N2O3 from the Open Molecules 2025 dataset. Energies are from ωB97M-V/def2-TZVPD.

Geometry (Å):
1 C -1.02858 1.20381 0.64592
2 C -0.87972 -0.17594 0.05188
3 C 2.34248 0.03018 -0.33726
4 C -1.92764 -1.04402 -0.13772
5 H -0.70240 3.19587 0.11549
6 H -1.96151 1.46495 1.23249
7 H -0.21210 1.44736 1.47256
8 H 3.04170 1.14266 -1.00881
9 N 0.31765 -0.65095 -0.20100
10 N -2.56598 -2.02852 -0.12874
11 O -0.93115 2.12557 -0.42330
12 O 1.13730 0.52464 -0.07147
13 O 2.86052 -1.22255 0.38971

Atoms 1-3, force components in eV/Å:
C 0.04 2.17 2.43
C 3.03 1.13 0.91
C 5.68 -2.97 4.00

As for the spin multiplicity: 1. For the frontier orbital gap, the calculation gives 9.23 eV. The value obtained for the energy relative to the best compared isomer or geometry (same formula, charge and spin) is 9.686 eV. The value obtained for the LUMO energy is -1.24 eV. As for the charge: 0. For the highest occupied orbital energy, the calculation gives -10.470 eV.